[1]
DFT (the ωB97M-V functional and the def2-TZVPD basis) results for a cluster of 2 separate species, C4H7NO2 in total.

Properties
- ΔE to the lowest compared entry with this formula, charge and spin: 38.5 kcal/mol
- Total charge: 0
- HOMO-LUMO gap: 8.803 eV

Each line ends with the Löwdin charge.
CARTESIAN COORDINATES (ANGSTROEM)
C1 0.7825 0.4028 -0.4720  -0.509
H1 2.7753 0.1932 -0.1666  0.099
O1 -2.1115 1.5009 1.4268  0.088
H2 1.9087 -1.2604 -0.2708  0.097
H3 0.3002 2.1857 -0.3077  0.023
H4 -1.8931 -1.3617 0.4886  0.068
H5 -0.2412 -1.5745 1.0552  0.076
H6 -0.7442 -2.2801 -0.4996  0.069
C2 -0.8478 -1.4055 0.1546  -0.114
O2 1.0323 1.7042 -0.7513  0.014
C3 -1.2266 1.8808 0.8188  0.053
H7 -1.1927 0.3876 -1.1428  0.104
C4 -0.4599 -0.1261 -0.5275  -0.203
N1 1.8949 -0.2821 -0.0195  0.135



[2]
DFT (the ωB97M-V functional and the def2-TZVPD basis) results for a structure of composition C17H20Cl3HfNO5.

Properties
- Total charge: -2
- HOMO-LUMO gap: 2.104 eV

Each line ends with the Löwdin charge.
CARTESIAN COORDINATES (ANGSTROEM)
H1 -2.5367 4.5453 6.9906  0.110
O1 -5.8699 2.4832 6.7452  0.032
Hf1 0.3719 0.0562 1.5729  0.790
Cl1 -1.8899 -0.6117 0.9343  -0.106
C1 1.2165 -1.9492 -1.5043  -0.285
H2 2.0551 -3.9056 -1.5652  0.061
H3 -1.1780 -3.4659 -2.6601  0.059
O2 0.8294 -1.7932 1.7677  -0.475
Cl2 2.7360 0.5974 1.6074  -0.096
C2 -1.3462 0.1390 -3.2293  -0.100
H4 2.5515 -2.9270 -0.1695  0.052
O3 -0.2256 0.9313 3.2523  -0.272
H5 -1.3210 1.2273 -3.1017  0.051
C3 -1.4679 3.5121 5.4186  -0.002
H6 1.3572 -2.4466 2.2504  0.020
C4 1.7106 -3.1618 -0.8293  -0.110
C5 3.4282 -0.6095 -1.5846  -0.123
H7 -1.4083 -0.0787 -4.3055  0.058
C6 -1.2174 -2.7089 -1.8613  -0.117
H8 2.3060 1.8568 -2.5465  0.051
C7 -1.5059 2.4826 4.4646  -0.091
O4 -4.7748 4.0547 7.8343  0.030
C8 -2.7011 1.7525 4.2743  0.022
O5 0.6106 3.0323 3.4889  0.073
H9 -2.7666 0.9783 3.5111  0.101
H10 -4.7462 1.4508 4.9439  0.119
H11 -1.1564 -3.2261 -0.8965  0.050
H12 4.0674 -1.0197 -2.3827  0.058
N1 -4.8558 3.1987 6.9247  -0.330
C9 1.5710 1.3583 -3.1875  -0.122
C10 -0.1559 -0.4833 -2.6291  -0.302
C11 -2.5701 3.7743 6.2270  0.009
H13 0.9233 -3.6244 -0.2257  0.050
H14 -0.5566 4.0954 5.5213  0.119
H15 2.0367 1.1937 -4.1692  0.058
H16 3.6908 -1.0972 -0.6383  0.031
Cl3 0.1216 1.8209 -0.1440  -0.062
C12 1.9956 -0.8134 -1.8731  -0.290
C13 -0.1074 -1.7487 -1.9866  -0.294
H17 -2.2535 -0.2453 -2.7509  0.053
H18 3.6516 0.4604 -1.4780  0.050
C14 -3.8167 2.0103 5.0610  0.020
C15 -3.7482 3.0122 6.0532  -0.169
H19 0.7202 2.0317 -3.3301  0.048
C16 1.1543 0.0772 -2.5950  -0.332
H20 -2.1901 -2.2088 -1.9190  0.045
C17 -0.2502 2.1891 3.6882  -0.543



[3]
DFT (the ωB97M-V functional and the def2-TZVPD basis) results for a structure of composition C62H44CeN9OP2.

Properties
- ΔE to the lowest compared entry with this formula, charge and spin: 28.4 kcal/mol
- Total charge: 0
- Multiplicity: 2
- HOMO-LUMO gap (alpha / beta): 5.108 / 4.967 eV
- <S²>: 1.202

Each line ends with the Löwdin charge.
CARTESIAN COORDINATES (ANGSTROEM)
C1 9.2309 7.7466 12.3442  -0.083
C2 12.6174 13.5099 7.8169  -0.055
C3 19.8260 11.3113 10.7059  -0.073
H1 18.7377 11.5447 14.5936  0.118
H2 17.9195 15.1615 16.1991  0.114
H3 14.2418 18.8505 11.4548  0.093
C4 15.7268 15.1205 15.8987  -0.080
C5 14.5439 15.7875 16.1644  -0.121
C6 9.2212 15.7418 15.9042  0.003
C7 15.6848 12.4046 9.6431  -0.274
C8 10.8288 11.1456 12.6301  -0.285
H4 20.2549 10.5274 10.1406  0.097
H5 11.6103 13.3457 9.9183  0.044
N1 16.2715 13.0922 14.5136  0.205
H6 17.7582 17.1918 17.4723  0.089
H7 20.7653 13.5547 13.0858  0.098
O1 11.2613 13.4748 10.8125  -0.099
C9 13.6247 12.5326 8.0814  -0.077
C10 18.2748 10.7486 14.0194  0.004
C11 11.8800 18.3219 13.7879  -0.059
H8 15.5983 11.3716 10.0548  0.091
N2 14.9042 11.7785 13.0431  -0.010
H9 17.2894 16.3448 11.7328  0.094
H10 13.5212 17.3665 17.1327  0.108
P1 13.1135 17.1732 9.4720  1.082
H11 12.5197 7.1820 11.4471  0.103
N3 12.1664 15.3116 15.5232  0.216
C12 20.6272 12.0154 11.5646  -0.103
C13 10.4718 9.8134 12.3121  -0.115
H12 8.3921 9.6689 12.8988  0.124
C14 7.8061 15.7363 15.8376  -0.068
H13 8.3427 7.1945 12.5417  0.093
H14 13.9140 11.7817 7.3603  0.099
C15 11.7039 20.5178 7.5382  -0.107
H15 13.5786 19.4323 7.8331  0.077
H16 17.8886 11.1965 9.8645  0.081
N4 13.7999 14.0839 9.7107  -0.089
C16 12.7231 10.1503 12.0748  -0.245
H17 21.6149 11.5944 11.6900  0.102
Ce1 13.3615 13.4896 12.2664  1.269
C17 11.6435 9.1502 11.9279  -0.083
C18 17.0126 16.4093 7.9659  -0.086
C19 17.4452 17.5296 8.6325  -0.097
C20 11.6299 7.7690 11.6078  0.010
C21 16.9617 8.8482 12.3431  -0.003
C22 12.0002 15.8056 8.9425  -0.289
C23 12.7114 17.3434 11.2475  -0.372
C24 16.3587 10.0731 12.6668  -0.120
H18 11.0842 15.6491 9.5513  0.078
H19 9.7898 21.4528 7.4730  0.102
C25 10.3871 7.1126 11.8245  -0.067
H20 10.3743 18.0975 10.1194  0.091
C26 13.4778 15.0790 15.4128  -0.203
H21 17.8696 18.3132 10.6275  0.114
H22 11.6364 16.0869 7.9345  0.096
P2 16.3840 13.6029 10.8665  1.070
C27 13.0163 18.8622 13.1436  -0.055
C28 16.8659 16.7396 17.1149  -0.089
C29 12.8160 14.5036 8.8091  -0.405
C30 9.8937 19.6925 8.8423  -0.058
H23 7.3055 13.5312 13.3376  0.095
C31 16.9811 10.8961 13.5490  -0.131
H24 10.3948 6.0277 11.7394  0.096
H25 16.7982 16.4998 6.8906  0.113
C32 16.7358 15.2275 8.6396  -0.093
H26 13.4906 19.7360 13.5595  0.099
H27 12.1339 21.2253 6.8138  0.106
H28 17.6175 18.4544 8.0953  0.104
H29 9.6981 16.4218 16.6007  0.111
C33 20.1815 13.0900 12.3273  -0.062
H30 16.3692 12.3261 8.8029  0.077
H31 10.5249 12.9180 11.0382  0.057
C34 17.2276 16.2989 10.6655  -0.110
C35 17.5365 17.4610 10.0087  -0.098
C36 15.6474 17.3960 17.4666  -0.057
C37 10.2302 13.1924 13.5401  -0.288
C38 9.2691 9.1008 12.5184  -0.018
H32 16.4233 14.3180 8.0923  0.112
H33 8.8628 19.7671 9.1045  0.089
H34 7.2524 16.3732 16.5290  0.100
H35 19.8815 9.2371 13.9871  0.107
C39 11.6645 16.7168 11.9714  -0.090
H36 15.6274 18.3227 18.1053  0.121
H37 11.5027 18.8035 14.6743  0.101
C40 14.9742 10.5435 12.4944  -0.294
C41 14.4631 16.8849 16.9817  -0.032
C42 7.1037 14.9056 14.9431  -0.071
C43 11.2930 14.6400 14.8473  -0.318
H38 18.7951 7.6723 12.7013  0.110
C44 15.3651 13.9923 14.9518  -0.259
C45 12.5490 19.5072 8.0544  -0.096
C46 18.8735 13.4799 12.0712  -0.120
C47 7.8060 14.0591 14.0944  0.004
N5 14.0169 9.7944 11.9866  0.217
C48 18.8759 9.5281 13.6685  -0.066
C49 10.7482 18.7474 9.3549  -0.094
H39 6.0416 15.0517 14.9455  0.096
C50 10.3797 20.6071 7.8275  -0.080
N6 9.9407 12.0778 12.9399  0.187
C51 12.0676 18.5405 8.9081  -0.396
C52 18.0213 12.8802 11.1706  -0.356
C53 13.3939 18.3640 11.8922  -0.115
C54 14.3251 12.9215 9.1822  -0.432
N7 11.4694 13.6619 13.8911  0.053
N8 14.0637 14.0596 14.6528  0.037
N9 12.1947 11.3205 12.5126  0.046
H40 11.8950 13.5924 7.0174  0.095
H41 18.4492 14.2986 12.6517  0.097
C55 11.2299 17.2550 13.1848  -0.076
C56 16.0241 12.0049 13.7800  -0.273
H42 16.4274 8.0936 11.7660  0.116
C57 16.8474 15.1424 9.9963  -0.355
H43 10.3841 16.8330 13.6186  0.075
C58 16.9450 15.5757 16.4172  -0.018
C59 9.2083 14.0299 14.1853  -0.087
C60 9.8878 14.8266 15.0783  -0.144
C61 18.5098 11.7505 10.5158  -0.069
H44 11.1745 15.8566 11.5951  0.068
C62 18.2389 8.6166 12.8093  -0.084



[4]
DFT (the ωB97M-V functional and the def2-TZVPD basis) results for a cluster of 2 separate species, C6H15N2 in total.

Properties
- ΔE to the lowest compared entry with this formula, charge and spin: 115.9 kcal/mol
- Total charge: +2
- Multiplicity: 2
- HOMO-LUMO gap (alpha / beta): 7.124 / 6.007 eV
- <S²>: 0.755

Each line ends with the Löwdin charge.
CARTESIAN COORDINATES (ANGSTROEM)
H1 0.6428 3.8554 0.7011  0.158
H2 -0.7406 -0.5191 2.8790  0.114
C1 1.5981 -1.6370 -1.3380  -0.003
C2 0.5793 1.7120 0.6146  0.030
H3 0.2674 3.1621 -0.9061  0.136
C3 -0.2279 0.9335 1.4661  -0.116
C4 -0.8386 -1.2173 -1.1907  -0.217
N1 0.3248 -2.0048 -0.7127  0.148
H4 -0.9611 3.1037 0.3303  0.105
H5 -2.1124 -1.3664 0.3697  0.078
H6 -0.8361 -1.4391 -2.2607  0.155
H7 1.6615 1.5610 0.5732  0.150
H8 -0.7331 -0.1384 -0.9710  0.140
H9 0.4525 -1.8538 0.2894  0.121
H10 -1.1824 1.3971 1.7110  0.134
H11 1.9078 -0.6339 -1.0101  0.110
N2 -2.0587 -1.7204 -0.5821  0.086
H12 1.0342 -0.6103 2.2236  0.112
C5 0.0221 -0.2211 2.1788  0.209
H13 -2.8521 -1.3481 -1.0984  0.116
C6 0.1180 3.0287 0.1783  -0.010
H14 1.5583 -1.7063 -2.4244  0.118
H15 2.3762 -2.3374 -1.0206  0.125



no.,DFT total energy (eV)
1,-9845.609
2,-68561.194
3,-111976.682
4,-9423.078